# 1
Formula: C16H23CdIN2
Source: the Open Molecules 2025 dataset
Level of theory: ωB97M-V with the def2-TZVPD basis set

XYZ file:
```
43
Properties=species:S:1:pos:R:3:forces:R:3
C 0.8450 -2.2187 -2.4379 0.021 -1.027 -4.501
C -1.4012 -0.8165 -2.2267 -1.252 -1.134 -3.313
H 1.2863 -1.3216 -2.9667 -0.095 -1.683 0.190
H -0.0497 -2.7158 -2.9442 1.899 0.620 0.149
H 1.4092 -2.9552 -1.8555 0.599 0.400 -1.093
H -1.2544 0.2907 -2.3576 0.223 -2.046 0.137
H -1.3209 -1.3869 -3.3190 -0.468 1.493 3.158
H -2.3164 -1.1145 -1.6235 1.058 0.487 -1.038
C 2.6529 0.2059 0.7002 1.008 0.913 0.793
C 3.5203 1.0684 1.4365 -2.244 0.148 -1.074
C 3.0795 2.3859 1.6168 0.511 -0.153 0.096
C 1.8573 2.7914 1.0942 -0.708 -1.334 -0.601
H 2.9405 -0.8361 0.5718 -0.128 0.162 -0.176
H 4.4382 0.6847 1.8155 0.490 -0.080 0.258
H 3.6877 3.1080 2.1738 -0.187 -0.308 -0.266
H 1.4894 3.8009 1.1854 0.276 0.056 0.165
N 1.4755 0.5815 0.2023 -0.215 0.338 -0.023
C 1.0381 1.8395 0.4212 0.993 0.567 0.491
C -0.3476 2.2404 0.0052 -1.150 1.265 0.383
N -1.0331 1.4645 -0.8242 0.017 -0.063 0.039
C -2.2917 1.7362 -1.1737 -0.256 1.403 0.779
C -2.2714 3.7461 0.1081 0.407 0.102 0.265
C -2.9714 2.8892 -0.7406 1.229 -0.898 -0.037
H -2.8135 1.0364 -1.8325 0.247 0.285 0.253
H -3.9768 3.0368 -1.0900 -0.212 0.333 0.120
C -0.9676 3.4283 0.5208 -0.259 -1.567 -1.238
H -0.4204 4.0267 1.2077 -0.007 0.553 0.400
H -2.7300 4.6714 0.4633 0.105 -0.311 -0.049
Cd 0.0587 -1.4912 -0.8646 -0.438 0.371 4.871
I 2.1349 -3.5255 0.4543 -0.073 0.366 -0.343
C -1.8609 -3.6122 0.9771 0.052 0.132 0.308
C -1.4189 -2.3865 1.8146 -0.200 -0.361 0.257
C -0.3595 -2.7507 2.8650 0.056 -0.186 -0.348
C -0.9773 -1.2296 0.9587 -0.094 1.110 -0.380
H -1.0291 -4.0141 0.3663 -0.301 0.202 0.343
H -2.6880 -3.3307 0.3049 0.189 -0.146 0.153
H -2.2092 -4.4125 1.6530 0.051 0.205 -0.359
H -2.3191 -2.0066 2.3480 0.319 -0.449 -0.039
H 0.5887 -3.0647 2.3743 -0.869 0.252 0.583
H -0.1534 -1.8701 3.4858 -0.017 -0.220 0.033
H -0.7212 -3.5777 3.4921 0.158 0.219 -0.014
H -0.2580 -0.5395 1.4481 -0.903 -0.268 0.086
H -1.8541 -0.7012 0.5542 0.168 0.251 0.583
```
Positions in Å, forces in eV/Å.

Its energy above the lowest of the compared OMol25 structures with the same formula, charge and spin is 137.71 kcal per mole. Its multiplicity is 1. The LUMO energy (alpha / beta) is -1.54 / -1.54 eV. As for the net charge: 0.

Computed Löwdin charges, given in elementary charges: -0.367, -0.184, 0.028, -0.004, -0.210, -0.015, 0.070, 0.018, -0.145, -0.024, -0.061, -0.014, -0.018, 0.095, 0.112, 0.094, 0.047, -0.198, -0.192, 0.045, -0.145, -0.053, -0.039, 0.092, 0.100, 0.009, 0.084, 0.110, 1.391, 0.164, -0.117, -0.554, -0.147, -0.333, 0.027, 0.065, 0.073, 0.123, -0.106, 0.071, 0.073, 0.021, 0.011

# 2
Formula: C11H11N
Source: the Open Molecules 2025 dataset
Level of theory: ωB97M-V with the def2-TZVPD basis set

XYZ file:
```
23
Properties=species:S:1:pos:R:3:forces:R:3
C 3.7997 0.8969 -0.4608 -1.427 -0.938 -0.571
C 4.1939 -0.3924 -0.1497 -1.581 0.246 1.182
C 3.1771 -1.2154 0.6096 1.061 1.742 -2.250
C 1.7829 -0.9926 0.7429 2.961 1.363 -2.055
C 1.4910 0.1660 -0.0422 -0.615 1.210 1.377
C 2.4014 1.1365 -0.4194 0.721 0.288 -0.910
C -1.6373 -0.0435 0.2829 0.447 0.299 0.435
C -2.4394 0.9898 0.7775 -1.284 -1.224 -1.889
C -3.7780 0.9381 0.3684 -2.418 0.208 1.222
C -4.2768 -0.2098 -0.2815 0.054 0.149 -0.428
C -3.3541 -1.2171 -0.5924 -0.070 1.369 -1.749
H 4.4535 1.5506 -1.0132 0.157 0.348 0.210
H 5.2334 -0.6103 -0.5476 -1.410 -0.747 1.333
H 3.5359 -2.1514 0.7935 0.890 -2.501 1.197
H 1.1506 -1.7405 1.2494 0.127 0.775 -0.618
H 0.5331 0.5834 -0.2746 -0.193 -0.589 0.021
H 1.9646 2.0529 -0.8915 0.630 -0.854 0.524
H -0.5727 0.0602 0.4667 -0.950 -0.500 0.230
H -1.9729 1.8383 1.2047 0.135 0.607 0.682
H -4.6158 1.6661 0.6849 1.914 -0.651 -0.613
H -5.3293 -0.2859 -0.7335 1.665 0.184 1.191
H -3.7223 -1.9310 -1.3203 0.304 -0.721 0.410
N -2.0187 -1.0891 -0.4538 -1.118 -0.063 1.069
```
Positions in Å, forces in eV/Å.

Its energy above the lowest of the compared OMol25 structures with the same formula, charge and spin is 77.85 kcal per mole. Its multiplicity is 1. As for the SMILES: c1ccccc1.c1ccncc1. The LUMO energy is 0.85 eV. As for the net charge: 0.

Computed Löwdin charges, given in elementary charges: -0.119, -0.063, -0.066, -0.033, -0.135, -0.101, -0.172, -0.053, -0.091, -0.091, -0.162, 0.091, 0.115, 0.046, 0.116, 0.050, 0.116, 0.039, 0.091, 0.127, 0.125, 0.096, 0.072

Number 1: E_tot -1198.1921 a.u.. Number 2: E_tot -480.4056 a.u..